Arrangement one

17 unconnected molecules or ions with the total composition H34O17, computed with wB97M-V/def2-TZVPD.

## Properties
* LUMO energy: -0.466 eV
* multiplicity: 1
* E_HOMO: -0.389 Eh
* charge: 0
* HOMO-LUMO gap: 0.37236 Ha

Each atom is followed by the atoms it is bonded to, with distances in Å.
CARTESIAN COORDINATES (ANGSTROEM)
1 O 1.0146 -1.4712 -4.8667  H2 0.911, H3 1.024
2 H 1.0674 -1.9184 -4.0751  O1 0.911
3 H 0.4858 -0.6208 -4.6522  O1 1.024
4 O 1.1272 2.7223 -3.4089  H5 0.907, H6 0.982
5 H 0.5049 2.3064 -3.9210  O4 0.907
6 H 2.0405 2.7476 -3.7693  O4 0.982
7 O 0.4478 -5.0954 -0.5229  H8 1.014, H9 0.907
8 H 0.8030 -4.2906 -0.0194  O7 1.014
9 H 0.5349 -4.8647 -1.3962  O7 0.907
10 O -0.2057 5.2654 0.4809  H11 0.921, H12 1.084
11 H -0.6755 4.4754 0.5465  O10 0.921
12 H -0.6698 5.5906 -0.4430  O10 1.084
13 O 1.1298 0.2909 -2.7204  H14 0.937, H15 0.937
14 H 1.6150 0.9678 -3.1488  O13 0.937
15 H 0.3996 0.5351 -2.1864  O13 0.937
16 O -2.0828 1.9814 -1.9030  H17 0.958, H18 0.900
17 H -2.7921 2.2389 -1.3122  O16 0.958
18 H -1.7300 1.3208 -1.4042  O16 0.900
19 O -5.3416 -0.6903 1.3523  H20 0.938, H21 0.890
20 H -4.7948 -0.0389 1.7472  O19 0.938
21 H -5.0881 -1.5320 1.4943  O19 0.890
22 O 0.2054 -1.2882 0.8390  H23 0.971, H24 0.927
23 H 0.5576 -2.0530 1.3236  O22 0.971
24 H -0.1281 -1.7436 0.1038  O22 0.927
25 O 3.8634 -3.1882 0.5432  H26 0.892, H27 0.955
26 H 4.0898 -3.5919 1.3054  O25 0.892
27 H 4.6391 -2.7588 0.1883  O25 0.955
28 O -0.7163 1.0212 5.0777  H29 0.777, H30 0.887
29 H -0.1781 1.5748 5.1649  O28 0.777
30 H -0.7564 0.1492 5.2376  O28 0.887
31 O -0.6166 -2.7335 3.4540  H32 0.904, H33 0.937
32 H -1.2727 -2.1127 3.4887  O31 0.904
33 H -0.2938 -2.8837 2.5877  O31 0.937
34 O -3.0101 -4.2563 -1.4452  H35 0.861, H36 0.932
35 H -2.3556 -4.8123 -1.5137  O34 0.861
36 H -3.0177 -3.8342 -0.6146  O34 0.932
37 O 2.2844 2.1235 3.5362  H38 1.051, H39 0.869
38 H 2.1822 3.1425 3.3021  O37 1.051
39 H 2.3509 1.7109 2.7742  O37 0.869
40 O 2.2098 3.8498 0.3270  H41 1.000, H42 1.011
41 H 1.5088 4.3646 0.8201  O40 1.000
42 H 1.7034 3.7661 -0.5442  O40 1.011
43 O -4.0575 2.9235 -0.4174  H44 1.065, H45 0.973
44 H -4.2180 3.6160 -1.2100  O43 1.065
45 H -4.5746 3.0066 0.4030  O43 0.973
46 O 2.2016 0.8531 1.2765  H47 1.014, H48 0.906
47 H 3.1907 0.7697 1.0676  O46 1.014
48 H 1.9553 0.0051 1.4779  O46 0.906
49 O 1.3975 -2.5642 -1.6961  H50 0.935, H51 0.811
50 H 1.8539 -3.1893 -1.1716  O49 0.935
51 H 1.2116 -1.7872 -1.5577  O49 0.811

Atom charges from the Löwdin analysis, given in e for atoms 1 to 5: O -0.071; H -0.059; H 0.069; O -0.022; H -0.001

Arrangement two

17 unconnected molecules or ions with the total composition H34O17, computed with wB97M-V/def2-TZVPD.

## Properties
* LUMO energy: -0.054 eV
* multiplicity: 1
* E_HOMO: -0.392 Eh
* charge: 0
* HOMO-LUMO gap: 0.38984 Ha

Each atom is followed by the atoms it is bonded to, with distances in Å.
CARTESIAN COORDINATES (ANGSTROEM)
1 O 0.1625 -1.3265 1.0729  H2 0.969, H3 0.970
2 H 1.0561 -1.5229 1.3926  O1 0.969
3 H -0.2061 -2.1696 1.3808  O1 0.970
4 O -2.3065 0.7972 -1.2689  H5 0.959, H6 0.964
5 H -2.2175 1.7502 -1.2028  O4 0.959
6 H -3.1414 0.4809 -1.6333  O4 0.964
7 O -1.1041 4.8893 0.9792  H8 0.951, H9 0.958
8 H -0.7030 4.9693 1.8374  O7 0.951
9 H -1.4051 4.0221 0.7033  O7 0.958
10 O 3.4315 2.0151 3.2509  H11 0.955, H12 0.956
11 H 3.0867 1.2147 2.8599  O10 0.955
12 H 2.7516 2.4671 3.7485  O10 0.956
13 O -2.2042 3.8433 -1.4227  H14 0.955, H15 0.958
14 H -3.0678 4.2467 -1.4745  O13 0.955
15 H -1.4659 4.3832 -1.1367  O13 0.958
16 O 2.9762 0.3155 -1.8636  H17 0.970, H18 0.962
17 H 2.4156 0.6808 -1.1609  O16 0.970
18 H 3.4524 -0.3819 -1.4028  O16 0.962
19 O -2.7677 -2.0790 -4.2217  H20 0.952, H21 0.957
20 H -2.7204 -3.0102 -4.4159  O19 0.952
21 H -3.4941 -1.6441 -4.6690  O19 0.957
22 O 0.4166 1.2585 -1.4088  H23 0.963, H24 0.971
23 H 0.6468 0.4545 -1.8858  O22 0.963
24 H -0.5194 1.1097 -1.1958  O22 0.971
25 O -0.3189 -4.4254 2.7170  H26 0.960, H27 0.960
26 H -0.4730 -4.9108 1.9029  O25 0.960
27 H 0.5524 -4.7030 3.0093  O25 0.960
28 O 4.8722 -1.6843 1.2116  H29 0.952, H30 0.944
29 H 5.0326 -1.2443 2.0409  O28 0.952
30 H 5.0111 -1.1832 0.4242  O28 0.944
31 O 0.2230 -1.9862 3.6976  H32 0.960, H33 0.956
32 H 0.5623 -1.7254 4.5571  O31 0.960
33 H -0.5150 -1.4109 3.5042  O31 0.956
34 O 1.3200 -2.4274 -1.9707  H35 0.962, H36 0.960
35 H 2.0009 -1.8705 -1.5824  O34 0.962
36 H 0.6006 -1.8311 -2.1915  O34 0.960
37 O 3.0107 -4.2056 1.3380  H38 0.963, H39 0.953
38 H 3.4516 -4.5667 2.1143  O37 0.963
39 H 2.8036 -4.9906 0.8380  O37 0.953
40 O -3.9162 -1.2739 -1.9134  H41 0.964, H42 0.971
41 H -3.4865 -1.8299 -1.2533  O40 0.964
42 H -3.1905 -1.1575 -2.5477  O40 0.971
43 O -2.3980 2.9626 -4.6192  H44 0.930, H45 0.965
44 H -2.9480 2.2133 -4.6110  O43 0.930
45 H -1.5298 2.5434 -4.5905  O43 0.965
46 O 0.6509 1.8750 2.7495  H47 0.973, H48 0.953
47 H -0.0838 2.2221 2.2137  O46 0.973
48 H 0.3070 1.0552 3.0939  O46 0.953
49 O -1.7652 1.8404 1.4907  H50 0.960, H51 0.965
50 H -2.6642 1.8519 1.8276  O49 0.960
51 H -1.7614 1.3655 0.6500  O49 0.965

Atom charges from the Löwdin analysis, given in e for atoms 1 to 5: O -0.070; H 0.035; H 0.016; O -0.064; H 0.006

Of them, the most stable is arrangement two and the least stable is arrangement one.

Arrangement one

A gas-phase ion, C5H9N2O2 (charge +1), computed with wB97M-V/def2-TZVPD.

## Properties
* SMILES string: CC1=NOC(=O)[N+]1(C)C
* LUMO energy: -4.273 eV
* multiplicity: 1
* E_HOMO: -0.570 Eh
* charge: +1
* HOMO-LUMO gap: 0.41283 Ha

Each atom is followed by the atoms it is bonded to, with distances in Å.
CARTESIAN COORDINATES (ANGSTROEM)
1 C 1.2405 1.6568 0.1944  C2 1.455, H10 1.010, H11 1.077, H12 1.048
2 C -0.1194 1.1461 0.2769  C1 1.455, N3 1.248, N7 1.567
3 N -1.2063 1.7200 0.4907  C2 1.248, O4 1.377
4 O -2.3728 0.9893 0.4446  N3 1.377, C5 1.644
5 C -1.8057 -0.5282 0.1662  O4 1.644, O6 1.170, N7 1.495
6 O -2.4025 -1.5251 0.0277  C5 1.170
7 N -0.3290 -0.3802 -0.0106  C2 1.567, C5 1.495, C8 1.497, C9 1.480
8 C 0.4084 -1.1511 1.0401  N7 1.497, H13 1.116, H14 1.010, H15 1.090
9 C -0.0139 -0.7165 -1.4172  N7 1.480, H16 1.151, H17 1.152, H18 1.009
10 H 1.1622 2.6587 0.2924  C1 1.010
11 H 1.6468 1.4714 -0.7861  C1 1.077
12 H 1.8323 1.0774 0.8362  C1 1.048
13 H 1.4643 -0.8420 0.8539  C8 1.116
14 H 0.0777 -0.8321 1.9397  C8 1.010
15 H 0.2167 -2.1834 0.7490  C8 1.090
16 H 1.1297 -0.8230 -1.4972  C9 1.151
17 H -0.4356 -1.7550 -1.6830  C9 1.152
18 H -0.4934 0.0169 -1.9178  C9 1.009

Atom charges from the Löwdin analysis, given in e for atoms 1 to 5: C 0.046; C -0.260; N 0.134; O 0.067; C -0.226

Arrangement two

A gas-phase ion, C5H9N2O2 (charge +1), computed with wB97M-V/def2-TZVPD.

## Properties
* SMILES string: CC1=C([N+](=O)[O-])CC[NH2+]1
* LUMO energy: -5.207 eV
* multiplicity: 1
* E_HOMO: -0.515 Eh
* charge: +1
* HOMO-LUMO gap: 0.32323 Ha

Each atom is followed by the atoms it is bonded to, with distances in Å.
CARTESIAN COORDINATES (ANGSTROEM)
1 C 1.1967 -0.9669 -1.6246  C2 1.460, H10 1.051, H11 1.083, H12 1.117
2 C 0.6364 -0.1838 -0.5267  C1 1.460, C3 1.615, N9 1.486
3 C -0.9380 0.0266 -0.2357  C2 1.615, N4 1.458, C7 1.554
4 N -1.9621 -0.4858 -1.1389  C3 1.458, O5 1.189, O6 1.184
5 O -1.6047 -1.0239 -2.1369  N4 1.189
6 O -3.0896 -0.3558 -0.8014  N4 1.184
7 C -1.0732 0.8720 1.0613  C3 1.554, C8 1.618, H13 1.013, H14 1.096
8 C 0.3127 0.5003 1.8089  C7 1.618, N9 1.511, H15 1.097, H16 1.144
9 N 1.2857 0.4423 0.6547  C2 1.486, C8 1.511, H17 0.951, H18 1.111
10 H 0.3383 -1.0846 -2.2191  C1 1.051
11 H 1.4720 -1.9118 -1.1738  C1 1.083
12 H 2.0452 -0.3513 -2.0091  C1 1.117
13 H -1.2276 1.8205 0.7410  C7 1.013
14 H -1.9572 0.4170 1.5222  C7 1.096
15 H 0.3565 1.3654 2.4814  C8 1.097
16 H 0.4457 -0.5389 2.2685  C8 1.144
17 H 2.0771 0.0260 0.9780  N9 0.951
18 H 1.6859 1.4325 0.3503  N9 1.111

Atom charges from the Löwdin analysis, given in e for atoms 1 to 5: C -0.003; C -0.082; C 0.039; N -0.400; O 0.109

Arrangement three

A gas-phase ion, C5H9N2O2 (charge +1), computed with wB97M-V/def2-TZVPD.

## Properties
* SMILES string: CC/C(C)=[NH+]\C(=O)N=O
* LUMO energy (alpha / beta): -5.621 / -5.674 eV
* multiplicity: 1
* E_HOMO (alpha / beta): -0.520 / -0.520 Eh
* charge: +1
* HOMO-LUMO gap (alpha / beta): 0.31316 / 0.31183 Ha

Each atom is followed by the atoms it is bonded to, with distances in Å.
CARTESIAN COORDINATES (ANGSTROEM)
1 C -2.1099 -1.0813 -0.0321  C2 1.609, H10 1.100, H11 1.128, H12 1.083
2 C -0.5033 -1.0131 0.0122  C1 1.609, C3 1.453, H13 1.084, H14 1.052
3 C -0.0003 0.3476 0.0934  C2 1.453, C4 1.478, N5 1.316
4 C -0.9326 1.4691 0.3307  C3 1.478, H15 1.123, H16 1.178, H17 1.116
5 N 1.2642 0.6949 -0.0217  C3 1.316, C6 1.467, H18 1.082
6 C 2.2742 -0.3578 -0.1806  N5 1.467, O7 1.221, N8 1.325
7 O 2.0828 -1.5632 -0.1669  C6 1.221
8 N 3.3731 0.1983 -0.6700  C6 1.325, O9 1.182
9 O 4.4789 0.4276 -0.3217  N8 1.182
10 H -2.6706 -0.4064 0.6311  C1 1.100
11 H -2.5289 -2.1184 0.1095  C1 1.128
12 H -2.3713 -0.7916 -1.0420  C1 1.083
13 H -0.0270 -1.5709 0.8107  C2 1.084
14 H -0.1199 -1.4684 -0.8557  C2 1.052
15 H -0.8284 2.0378 1.2938  C4 1.123
16 H -2.0626 1.1367 0.3502  C4 1.178
17 H -0.7600 2.2993 -0.3953  C4 1.116
18 H 1.4416 1.7598 0.0543  N5 1.082

Atom charges from the Löwdin analysis, given in e for atoms 1 to 5: C -0.048; C -0.117; C -0.202; C 0.005; N 0.204

Of them, the most stable is arrangement one and the least stable is arrangement two.